[1]
One molecule with the formula C4H8O at a distorted geometry. Source: the Open Molecules 2025 dataset; level of theory: ωB97M-V/def2-TZVPD.

ORCA input file:
```
! RIJCOSX wB97M-V def2-TZVPD def2/J DEFGRID3
* xyz 0 1
C 0.8420 1.2207 0.4921
C 0.1464 -0.0931 0.3489
C -0.0462 -0.4050 -1.4073
C -0.9293 -0.6545 1.1518
O 0.3395 -1.3071 0.9713
H 0.4642 1.9671 1.2215
H 1.9363 1.2131 0.4239
H 0.3740 1.0828 -0.5592
H -0.9433 -1.0144 -1.5350
H 0.8444 -0.9771 -1.6900
H -0.1274 0.4076 -2.1891
H -1.1366 -0.3871 2.1889
H -1.7639 -1.0531 0.5822
*
```

Values from the calculation:
energy relative to the best compared isomer or geometry (same formula, charge and spin)	93.6	kcal/mol
SMILES	CC1(C)CO1
Kohn-Sham gap	10.91	eV
LUMO level	1.03	eV
HOMO energy	-9.9	eV

Here are the Mulliken charges for atoms 1 to 8, given in e: C -0.93; C 0.85; C -1.21; C -0.44; O -0.47; H 0.28; H 0.27; H 0.25

***

[2]
One molecule with the formula C4H8O. Source: the Open Molecules 2025 dataset; level of theory: ωB97M-V/def2-TZVPD.

ORCA input file:
```
! RIJCOSX wB97M-V def2-TZVPD def2/J DEFGRID3
* xyz 0 1
C -0.0899 -1.3680 0.4848
C 0.2882 -0.0462 -0.1715
O 0.9350 -0.1938 -1.4177
C 0.3883 1.3814 0.3410
C -0.9062 0.8430 -0.1874
H -0.1623 -1.3120 1.5739
H 0.5686 -2.1927 0.1953
H -1.0895 -1.6187 0.0972
H 1.6328 -0.8530 -1.3186
H 0.4725 1.7034 1.3759
H 0.9061 2.0140 -0.3770
H -1.6423 0.5683 0.5693
H -1.3012 1.0743 -1.1652
*
```

Values from the calculation:
energy relative to the best compared isomer or geometry (same formula, charge and spin)	34.8	kcal/mol
SMILES	CC1(O)CC1
Kohn-Sham gap	10.25	eV
LUMO level	1.01	eV
HOMO energy	-9.2	eV

Here are the Mulliken charges for atoms 1 to 8, given in e: C -1.38; C 1.02; O -0.52; C -0.74; C -0.74; H 0.30; H 0.42; H 0.33